{
  "formula": "C30H40FN4O5",
  "method": "wB97M-V/def2-TZVPD",
  "species": ["C", "C", "C", "N", "N", "C", "N", "C", "C", "F", "N", "C", "C", "C", "O", "C", "O", "C", "C", "C", "C", "O", "C", "C", "H", "H", "H", "H", "H", "H", "H", "H", "H", "H", "H", "H", "H", "H", "H", "H", "H", "H", "H", "H", "H", "H", "H", "H", "H", "H", "H", "H", "H", "H", "H", "H", "C", "C", "C", "C", "C", "C", "C", "O", "C", "C", "C", "C", "C", "C", "C", "O", "H", "H", "H", "H", "H", "H", "H", "H"],
  "positions_angstrom": [[-4.493, -0.322, 3.245], [-3.433, 0.183, 2.253], [-2.505, 1.222, 2.893], [-1.932, 2.195, 1.940], [-0.532, 2.229, 1.807], [0.064, 2.978, 2.761], [-0.655, 3.768, 3.529], [-0.118, 4.655, 4.560], [0.339, 5.993, 4.018], [-1.191, 4.838, 5.414], [1.442, 3.000, 2.923], [2.127, 1.773, 2.479], [3.629, 1.889, 2.679], [4.304, 0.523, 2.742], [3.656, -0.270, 3.737], [3.076, -1.408, 3.346], [2.361, -2.048, 4.061], [1.639, 1.372, 1.064], [1.919, 2.514, 0.073], [1.586, 2.361, -1.410], [1.962, 1.022, -2.047], [0.199, 2.682, -1.557], [0.164, 1.000, 1.313], [-0.590, 0.324, 0.176], [-5.449, 0.178, 3.110], [-4.634, -1.396, 3.147], [-4.168, -0.152, 4.273], [-2.837, -0.678, 1.954], [-3.904, 0.620, 1.373], [-1.707, 0.720, 3.441], [-3.089, 1.774, 3.634], [-2.350, 2.144, 1.024], [-1.655, 3.809, 3.380], [0.651, 4.124, 5.117], [1.086, 6.450, 4.659], [-0.532, 6.647, 3.964], [0.718, 5.891, 3.002], [1.829, 3.833, 2.493], [1.787, 0.993, 3.159], [4.114, 2.465, 1.890], [3.810, 2.395, 3.629], [5.346, 0.648, 3.029], [4.286, 0.011, 1.777], [3.307, -1.719, 2.318], [2.189, 0.481, 0.764], [1.406, 3.426, 0.386], [2.988, 2.736, 0.118], [2.152, 3.144, -1.926], [2.279, 0.264, -1.333], [2.762, 1.131, -2.777], [1.103, 0.615, -2.582], [-0.114, 2.323, -2.392], [0.181, 0.288, 2.143], [0.112, -0.215, -0.455], [-1.159, 1.019, -0.430], [-1.281, -0.417, 0.574], [1.563, -4.905, -6.996], [1.981, -3.617, -6.678], [1.325, -2.897, -5.695], [0.242, -3.458, -5.029], [-0.184, -4.747, -5.357], [0.483, -5.469, -6.338], [-1.360, -5.366, -4.681], [-1.725, -6.487, -4.954], [-2.079, -4.553, -3.656], [-3.205, -5.086, -3.043], [-3.882, -4.354, -2.084], [-3.434, -3.086, -1.729], [-2.313, -2.549, -2.338], [-1.633, -3.277, -3.307], [-0.440, -2.673, -3.966], [-0.040, -1.572, -3.639], [2.080, -5.468, -7.761], [2.819, -3.177, -7.200], [1.643, -1.896, -5.438], [0.147, -6.468, -6.578], [-3.541, -6.074, -3.326], [-4.762, -4.769, -1.612], [-3.966, -2.516, -0.979], [-1.958, -1.562, -2.076]],
  "lowdin_charge": [-0.089, -0.237, -0.187, -0.001, 0.018, -0.253, 0.185, -0.345, 0.004, 0.021, 0.134, -0.270, -0.099, -0.162, -0.016, -0.360, 0.104, -0.191, -0.090, -0.394, -0.021, -0.048, -0.229, -0.010, 0.077, 0.074, 0.075, 0.089, 0.110, 0.128, 0.112, 0.122, 0.157, 0.152, 0.091, 0.097, 0.078, 0.148, 0.143, 0.121, 0.133, 0.136, 0.119, 0.148, 0.137, 0.119, 0.123, 0.137, 0.069, 0.087, 0.069, 0.095, 0.141, 0.085, 0.079, 0.066, -0.047, -0.052, -0.004, -0.085, -0.080, 0.005, -0.275, 0.120, -0.076, 0.007, -0.049, -0.060, -0.011, -0.082, -0.272, 0.078, 0.112, 0.109, 0.117, 0.124, 0.124, 0.111, 0.102, 0.104],
  "fmax_ev_per_a": 1.257,
  "total_charge": 1,
  "energy_ev": -50668.7018
}